Molecular formula: C28H27DyN3SSi
Method: DFT, ωB97M-V/def2-TZVPD

* 2S+1: 6
* HOMO (spin up / spin down): -8.81 / -8.15 eV
* net charge: +1

Each line ends with the Löwdin charge.
Cartesian coordinates (Å):
1 C -0.366 2.863 2.170  -0.21
2 C -0.332 2.969 0.718  -0.22
3 C -1.403 2.166 0.184  -0.26
4 H 0.347 3.477 0.054  0.10
5 C -2.031 1.478 1.301  -0.26
6 C -1.421 1.938 2.527  -0.25
7 H -1.804 1.755 3.509  0.11
8 H 0.216 3.398 2.901  0.09
9 H -1.729 2.228 -0.848  0.07
10 H -2.839 0.780 1.255  0.09
11 Dy 0.096 0.686 1.299  1.17
12 C 2.593 -2.510 -1.630  -0.08
13 H 2.874 -1.773 -2.379  0.05
14 H 1.500 -2.879 -1.411  0.12
15 H 3.131 -2.412 -0.677  0.08
16 Si 0.420 0.223 -2.026  0.82
17 C 1.493 -0.092 -3.527  -0.49
18 C 2.490 0.806 -4.009  -0.11
19 H 2.503 1.814 -3.603  0.10
20 C 3.437 0.459 -5.010  -0.09
21 H 4.148 1.211 -5.421  0.11
22 C 3.422 -0.816 -5.614  -0.08
23 H 4.098 -1.074 -6.463  0.11
24 C 2.356 -1.700 -5.249  -0.08
25 H 2.247 -2.644 -5.783  0.10
26 C 1.391 -1.274 -4.293  -0.17
27 H 0.533 -1.939 -4.128  0.11
28 C -1.023 0.682 -3.268  -0.32
29 C -0.922 1.019 -4.653  -0.09
30 H -0.031 0.907 -5.254  0.09
31 C -1.963 1.543 -5.442  -0.08
32 H -1.744 1.696 -6.483  0.10
33 C -3.216 1.888 -4.909  -0.06
34 H -3.994 2.396 -5.487  0.11
35 C -3.344 1.542 -3.550  -0.09
36 H -4.250 1.797 -3.028  0.09
37 C -2.343 0.905 -2.792  -0.16
38 H -2.695 0.713 -1.770  0.07
39 H 3.039 -3.429 -2.138  0.12
40 H 1.596 -1.724 -1.269  0.05
41 N -0.203 -1.918 4.961  0.17
42 C 0.256 -0.934 5.806  -0.20
43 C 0.156 -0.893 7.192  0.00
44 C 0.480 0.363 7.764  -0.06
45 C 0.863 1.468 6.976  -0.07
46 C 0.927 1.403 5.570  0.01
47 C 0.570 0.167 4.990  -0.20
48 N 0.301 -0.161 3.655  0.05
49 C -0.172 -1.444 3.690  -0.25
50 C -0.868 -2.092 2.602  -0.29
51 C -1.579 -3.273 2.575  -0.30
52 S -2.505 -3.450 1.097  1.08
53 C -1.890 -1.918 0.558  -0.40
54 N -1.067 -1.311 1.448  -0.13
55 H -0.608 -2.811 5.281  0.19
56 H -0.153 -1.797 7.730  0.12
57 H 0.434 0.438 8.850  0.11
58 H 1.111 2.377 7.555  0.12
59 H 1.222 2.247 4.947  0.11
60 H -1.620 -4.006 3.381  0.09
61 H -2.134 -1.526 -0.435  0.08